Record 1
Molecular formula: C23H51N10O3P2
Method: DFT, ωB97M-V with the def2-TZVPD basis set

Each line ends with the Löwdin charge.
Positions of all 89 atoms, in Å:
N -7.99 1.59 -1.47  -0.06
C -8.37 2.31 -2.74  -0.22
C -8.71 1.32 -4.01  -0.29
O -8.24 1.98 -5.24  -0.09
C -8.23 -0.23 -3.82  -0.10
N -6.79 -0.51 -4.20  -0.07
C -6.22 -1.91 -4.51  0.05
N -4.76 -2.00 -4.92  0.11
C -4.32 -0.56 -4.84  -0.07
C -2.89 0.18 -5.14  -0.12
C -1.66 0.27 -4.08  0.01
C -0.32 1.05 -4.47  -0.10
N 0.10 1.75 -5.72  0.02
C -1.03 1.60 -6.67  -0.11
C -2.47 0.93 -6.53  -0.02
C -5.58 0.38 -4.37  0.09
H -7.96 2.30 -0.68  0.09
H -7.00 1.20 -1.54  0.07
H -7.55 3.14 -2.99  0.13
H -9.36 2.92 -2.50  0.14
H -9.90 1.29 -4.09  0.17
H -7.74 1.36 -5.84  0.11
H -8.41 -0.68 -2.76  0.15
H -8.90 -0.88 -4.57  0.16
H -6.90 -2.89 -4.44  0.17
H -4.16 -2.81 -5.20  0.17
H -1.77 -0.23 -3.01  0.10
H 0.51 1.10 -3.61  0.12
H -0.80 2.09 -7.74  0.12
H -3.24 0.96 -7.43  0.10
H -5.58 1.54 -4.21  0.15
O -1.55 0.58 -0.39  -0.33
P -1.21 1.50 0.80  0.74
N -0.34 2.55 -0.16  -0.36
C 1.08 2.73 -0.38  -0.13
C -1.11 3.49 -0.96  -0.13
N -0.34 0.24 1.59  -0.30
C 1.07 0.17 1.91  -0.12
C -0.81 -1.13 1.33  -0.15
N -0.82 2.56 2.17  -0.31
C 0.36 3.32 2.51  -0.12
C -1.64 2.27 3.35  -0.15
H 1.37 3.76 -0.16  0.08
H 1.36 2.52 -1.42  0.07
H 1.71 2.10 0.25  0.05
H -1.42 4.34 -0.35  0.07
H -2.02 3.01 -1.36  0.06
H -0.56 3.87 -1.83  0.08
H 1.71 0.33 1.04  0.07
H 1.36 -0.82 2.30  0.08
H 1.33 0.84 2.72  0.07
H -0.39 -1.52 0.39  0.08
H -1.91 -1.17 1.27  0.07
H -0.54 -1.82 2.14  0.08
H 1.30 2.80 2.32  0.06
H 0.39 3.61 3.56  0.09
H 0.38 4.26 1.95  0.09
H -1.19 1.46 3.95  0.08
H -2.64 1.95 3.05  0.07
H -1.77 3.15 3.99  0.08
O 3.95 -1.19 3.85  -0.30
P 5.46 -1.49 3.74  0.75
N 5.38 -1.66 2.07  -0.36
C 5.34 -2.81 1.21  -0.13
C 5.34 -0.42 1.30  -0.13
N 5.30 -2.92 4.68  -0.30
C 5.52 -4.31 4.29  -0.12
C 4.22 -2.91 5.69  -0.15
N 7.20 -1.84 3.61  -0.31
C 7.95 -2.74 2.75  -0.12
C 7.93 -1.53 4.84  -0.15
H 6.17 -2.77 0.48  0.08
H 4.41 -2.86 0.64  0.08
H 5.45 -3.76 1.72  0.05
H 6.35 -0.02 1.19  0.07
H 4.73 0.33 1.81  0.06
H 4.91 -0.56 0.30  0.08
H 4.95 -4.59 3.41  0.07
H 5.20 -5.01 5.07  0.08
H 6.57 -4.53 4.17  0.07
H 3.25 -3.17 5.24  0.08
H 4.14 -1.92 6.17  0.07
H 4.43 -3.61 6.51  0.08
H 7.49 -3.70 2.59  0.05
H 8.95 -2.94 3.14  0.09
H 8.11 -2.27 1.76  0.09
H 7.89 -2.37 5.54  0.08
H 7.48 -0.66 5.33  0.07
H 8.98 -1.28 4.64  0.08

Relative energy (zero: lowest compared OMol25 entry of this formula, charge and spin), kJ/mol: 1091.4
Frontier orbital gap, Eh: 0.1844
Highest occupied orbital energy, Ha: -0.3349
Charge: +1

***

Record 2
Molecular formula: C23H51N2O13S3
Method: DFT, ωB97M-V with the def2-TZVPD basis set

Each line ends with the Löwdin charge.
Positions of all 92 atoms, in Å:
C 6.48 -5.48 1.28  -0.09
C 5.20 -5.64 2.13  -0.20
C 3.91 -5.23 1.42  -0.20
O 3.04 -6.35 1.23  -0.12
C 2.72 -6.68 -0.09  -0.15
C 1.27 -6.39 -0.36  -0.14
C 0.46 -5.47 0.19  0.07
N -0.77 -5.59 -0.41  0.01
C -1.95 -4.77 -0.16  -0.15
O -2.41 -5.02 1.13  -0.08
C -3.29 -3.95 1.53  -0.15
C -2.58 -2.93 2.38  -0.18
O -1.99 -1.96 1.54  -0.14
C -0.67 -1.61 1.94  -0.17
C 0.00 -0.77 0.87  -0.16
O 0.91 -1.59 0.12  -0.16
C 2.24 -1.14 0.24  -0.27
C 3.19 -2.07 -0.50  -0.06
C -0.72 -6.56 -1.30  -0.01
N 0.51 -7.07 -1.29  0.17
H 6.83 -6.42 0.87  0.07
H 6.30 -4.80 0.44  0.06
H 7.28 -5.03 1.85  0.07
H 5.10 -6.68 2.45  0.11
H 5.31 -5.05 3.03  0.10
H 3.37 -4.50 2.04  0.12
H 4.12 -4.72 0.48  0.09
H 3.35 -6.16 -0.82  0.14
H 2.88 -7.75 -0.24  0.14
H 0.72 -4.77 0.96  0.15
H -2.69 -5.02 -0.92  0.15
H -1.65 -3.72 -0.29  0.15
H -4.13 -4.37 2.07  0.13
H -3.69 -3.47 0.64  0.13
H -3.30 -2.48 3.07  0.13
H -1.81 -3.43 2.98  0.13
H -0.07 -2.53 2.03  0.12
H -0.68 -1.13 2.92  0.13
H 0.58 0.01 1.38  0.12
H -0.74 -0.32 0.22  0.12
H 2.36 -0.13 -0.17  0.13
H 2.54 -1.08 1.28  0.08
H 3.49 -1.68 -1.47  0.07
H 4.10 -2.24 0.07  0.07
H 2.73 -3.04 -0.68  0.06
H -1.51 -6.92 -1.94  0.17
H 0.85 -7.82 -1.87  0.19
O 3.26 0.20 3.06  -0.29
S 3.10 0.97 4.27  0.56
O 1.90 1.73 4.43  -0.27
O 4.37 1.89 4.45  -0.26
C 4.74 2.78 3.37  -0.23
C 3.81 3.96 3.21  -0.07
C 3.34 -0.04 5.68  -0.12
H 4.82 2.20 2.45  0.11
H 5.74 3.11 3.63  0.12
H 2.81 3.65 2.92  0.07
H 4.20 4.63 2.45  0.09
H 3.73 4.51 4.15  0.09
H 4.26 -0.61 5.57  0.08
H 2.48 -0.71 5.74  0.08
H 3.37 0.60 6.56  0.08
O -2.88 5.69 -0.51  -0.27
S -2.48 4.51 -1.21  0.57
O -3.46 3.52 -1.56  -0.28
O -1.31 3.81 -0.38  -0.27
C -1.55 3.52 1.01  -0.25
C -2.51 2.37 1.22  -0.07
C -1.54 4.93 -2.63  -0.11
H -1.90 4.43 1.51  0.12
H -0.57 3.28 1.42  0.12
H -3.51 2.60 0.86  0.07
H -2.59 2.14 2.29  0.08
H -2.17 1.48 0.69  0.06
H -0.78 5.65 -2.36  0.08
H -2.25 5.36 -3.34  0.06
H -1.10 4.02 -3.04  0.07
O -3.68 6.93 -4.90  -0.28
S -4.39 6.88 -6.14  0.56
O -4.39 8.02 -7.00  -0.27
O -5.87 6.41 -5.85  -0.26
C -6.65 7.16 -4.88  -0.24
C -7.09 8.52 -5.39  -0.07
C -3.88 5.47 -7.07  -0.12
H -6.07 7.24 -3.96  0.12
H -7.51 6.53 -4.69  0.12
H -6.24 9.17 -5.56  0.07
H -7.74 8.98 -4.65  0.08
H -7.63 8.42 -6.33  0.09
H -3.90 4.59 -6.43  0.07
H -2.87 5.68 -7.41  0.08
H -4.55 5.35 -7.92  0.08

Frontier orbital gap, Eh: 0.3447
Highest occupied orbital energy, Ha: -0.4357
Charge: +1

***

Record 3
Molecular formula: C23H52BN2O8S2
Method: DFT, ωB97M-V with the def2-TZVPD basis set

Each line ends with the Löwdin charge.
Positions of all 88 atoms, in Å:
C -0.83 1.12 2.81  -0.11
C -2.03 1.53 1.96  -0.28
C -3.34 0.85 2.40  -0.44
C -4.27 0.74 1.20  -0.12
B -4.04 1.70 3.64  -0.74
S -4.87 0.63 5.04  0.76
C -6.57 0.26 4.48  -0.44
C -7.00 -1.17 4.72  -0.50
O -6.77 -1.77 5.76  0.08
O -7.86 -1.77 3.81  -0.01
C -7.53 -1.79 2.44  -0.15
C -6.62 -2.97 2.11  -0.33
C -6.42 -3.07 0.61  -0.02
O -5.37 -2.71 2.75  0.01
C -4.80 -3.71 3.46  -0.52
O -5.42 -4.64 3.97  0.08
C -3.32 -3.47 3.56  -0.45
S -2.42 -4.84 4.32  0.73
H 0.09 1.46 2.33  0.03
H -0.76 0.04 2.92  0.07
H -0.87 1.58 3.80  0.07
H -1.81 1.21 0.92  0.10
H -2.15 2.61 1.97  0.10
H -3.07 -0.14 2.79  0.08
H -4.01 -0.13 0.57  0.06
H -5.31 0.63 1.49  0.04
H -4.16 1.63 0.58  0.07
H -4.89 2.45 3.18  0.03
H -3.18 2.35 4.22  0.02
H -6.69 0.61 3.46  0.05
H -7.25 0.86 5.11  0.08
H -8.46 -1.91 1.88  0.14
H -7.06 -0.87 2.09  0.11
H -7.08 -3.89 2.48  0.15
H -5.66 -3.81 0.36  0.09
H -7.36 -3.33 0.12  0.08
H -6.09 -2.11 0.21  0.08
H -2.90 -3.22 2.59  0.08
H -3.20 -2.60 4.21  0.09
H -1.88 -4.15 5.33  -0.15
C 7.02 0.25 1.19  -0.12
O 6.39 1.22 1.98  -0.19
C 6.35 2.52 1.41  -0.22
C 4.95 2.91 1.00  -0.22
N 4.50 2.13 -0.15  -0.05
C 3.08 2.29 -0.48  -0.19
C 2.04 1.85 0.55  -0.24
O 2.00 0.46 0.76  -0.19
C 2.91 -0.05 1.70  -0.10
H 7.14 -0.64 1.81  0.09
H 6.43 -0.02 0.31  0.07
H 8.01 0.58 0.86  0.09
H 7.04 2.59 0.56  0.12
H 6.69 3.22 2.18  0.12
H 4.94 3.97 0.73  0.12
H 4.30 2.79 1.88  0.11
H 4.68 1.16 0.03  0.07
H 2.90 1.72 -1.39  0.11
H 2.91 3.34 -0.73  0.12
H 1.06 2.12 0.15  0.12
H 2.14 2.38 1.50  0.11
H 3.11 0.66 2.50  0.09
H 3.86 -0.35 1.24  0.07
H 2.47 -0.95 2.14  0.09
C 3.47 -1.39 -3.06  -0.11
O 3.50 -0.01 -3.37  -0.21
C 4.69 0.43 -4.02  -0.22
C 4.42 0.80 -5.46  -0.22
N 4.13 -0.37 -6.27  -0.05
C 3.64 -0.07 -7.61  -0.21
C 2.32 0.68 -7.75  -0.23
O 1.19 -0.06 -7.34  -0.18
C 0.89 0.00 -5.96  -0.10
H 2.61 -1.55 -2.41  0.09
H 3.35 -2.02 -3.95  0.08
H 4.37 -1.70 -2.53  0.09
H 5.47 -0.33 -3.95  0.12
H 5.03 1.32 -3.48  0.12
H 5.31 1.30 -5.86  0.12
H 3.60 1.53 -5.46  0.11
H 3.44 -0.93 -5.79  0.07
H 3.54 -1.03 -8.14  0.12
H 4.42 0.49 -8.14  0.12
H 2.18 0.87 -8.82  0.12
H 2.34 1.65 -7.26  0.11
H 1.18 0.96 -5.52  0.09
H 1.38 -0.81 -5.40  0.07
H -0.18 -0.13 -5.85  0.09

Frontier orbital gap, Eh: 0.2227
Highest occupied orbital energy, Ha: -0.1471
Charge: -1

***

Record 4
Molecular formula: C23H52Br14O9S3
Method: DFT, ωB97M-V with the def2-TZVPD basis set

Each line ends with the Löwdin charge.
Positions of all 101 atoms, in Å:
C 6.30 10.54 15.61  -0.07
C 7.57 11.23 15.16  -0.16
O 7.39 11.52 13.63  -0.30
S 8.58 11.99 12.72  0.58
C 7.54 13.14 11.72  -0.10
O 9.45 12.92 13.43  -0.33
O 9.01 10.86 11.94  -0.28
H 5.45 10.98 15.11  0.07
H 6.10 10.66 16.69  0.10
H 6.35 9.48 15.49  0.02
H 7.79 12.18 15.68  0.07
H 8.43 10.62 15.26  0.03
H 8.21 13.90 11.32  0.04
H 6.79 13.63 12.46  0.11
H 6.99 12.63 10.96  0.05
C 14.59 9.73 21.61  -0.08
C 13.53 10.79 21.78  -0.20
O 12.28 10.29 21.08  -0.28
S 11.21 11.37 20.59  0.47
C 9.85 10.34 20.65  -0.11
O 11.19 12.44 21.52  -0.28
O 11.47 11.71 19.25  -0.35
H 15.46 9.95 22.34  0.12
H 15.00 9.75 20.62  -0.02
H 14.22 8.71 21.82  0.09
H 13.13 10.94 22.77  0.11
H 13.86 11.78 21.45  0.09
H 9.72 10.11 21.66  0.06
H 10.12 9.40 20.15  0.10
H 9.04 10.83 20.19  0.04
C 15.27 17.35 15.66  -0.06
C 16.10 16.40 14.82  -0.24
O 15.25 15.92 13.74  -0.26
S 14.66 14.48 13.94  0.48
C 15.88 13.44 13.43  -0.15
O 14.39 14.27 15.31  -0.29
O 13.59 14.41 12.99  -0.27
H 15.95 17.85 16.40  0.10
H 14.40 16.83 16.15  0.07
H 14.77 17.98 15.00  0.05
H 16.92 16.90 14.27  0.13
H 16.51 15.47 15.30  0.12
H 16.78 13.44 14.05  0.09
H 16.13 13.82 12.45  0.08
H 15.51 12.47 13.23  -0.03
Br 17.40 8.63 19.11  0.58
C 15.57 8.30 18.39  -0.66
C 15.20 9.26 17.30  -0.67
Br 14.47 10.96 17.93  0.67
H 14.92 8.29 19.28  0.04
H 15.57 7.32 17.86  0.08
H 14.34 8.81 16.88  0.03
H 16.03 9.34 16.57  0.08
Br 7.79 17.33 18.79  0.64
C 7.44 16.18 20.36  -0.68
C 8.74 15.74 20.96  -0.73
Br 8.47 14.86 22.69  0.63
H 6.87 15.32 20.16  0.03
H 6.90 16.85 21.05  0.06
H 9.40 16.59 21.04  0.06
H 9.25 15.04 20.35  -0.04
Br 12.16 5.85 13.39  0.58
C 10.65 6.13 14.65  -0.72
C 9.72 7.18 14.24  -0.67
Br 8.25 7.11 15.54  0.66
H 11.04 6.18 15.71  0.08
H 10.09 5.21 14.54  0.04
H 9.15 6.98 13.36  0.05
H 10.08 8.16 14.22  -0.01
Br 10.95 15.95 15.07  0.70
C 9.49 15.10 15.98  -0.67
C 10.15 14.46 17.26  -0.64
Br 8.84 13.39 18.25  0.72
H 9.02 14.39 15.26  0.03
H 8.76 15.86 16.28  0.01
H 10.51 15.29 17.89  0.05
H 10.96 13.80 17.06  0.02
Br 13.48 17.39 19.41  0.62
C 13.71 15.52 18.95  -0.69
C 13.49 14.63 20.13  -0.68
Br 14.76 14.88 21.58  0.62
H 14.71 15.49 18.49  0.07
H 13.02 15.24 18.24  0.01
H 13.74 13.63 19.90  0.00
H 12.52 14.57 20.60  0.05
Br 14.32 10.26 13.12  0.73
C 12.70 11.20 13.05  -0.71
C 12.30 11.82 14.34  -0.64
Br 11.21 10.68 15.52  0.69
H 11.99 10.44 12.74  0.04
H 12.85 12.02 12.25  0.10
H 11.57 12.57 14.09  0.01
H 12.95 12.18 15.10  0.01
Br 7.41 18.00 10.04  0.63
C 8.51 17.15 11.36  -0.71
C 7.70 16.89 12.68  -0.74
Br 7.63 18.48 13.72  0.65
H 9.44 17.73 11.56  0.08
H 8.71 16.17 10.95  0.02
H 8.23 16.15 13.22  0.01
H 6.64 16.61 12.52  0.06

Relative energy (zero: lowest compared OMol25 entry of this formula, charge and spin), kJ/mol: 85.0
Frontier orbital gap, Eh: 0.3651
SMILES: CCOS(C)(=O)=O.CCOS(C)(=O)=O.CCOS(C)(=O)=O.BrCCBr.BrCCBr.BrCCBr.BrCCBr.BrCCBr.BrCCBr.BrCCBr
Highest occupied orbital energy, Ha: -0.3627